Entry 1:
Formula: C40H46P2RuSi
Source: OMol25
Level of theory: ωB97M-V/def2-TZVPD

LUMO (spin up / spin down) in eV: -5.55 / -8.33
HOMO (spin up / spin down) in eV: -13.2 / -12.7
Energy relative to the best compared isomer or geometry (same formula, charge and spin) in kcal per mole: 0.30

```
! RIJCOSX wB97M-V def2-TZVPD def2/J DEFGRID3
* xyz 2 5
Ru 0.07 0.00 0.00
C 0.31 1.73 1.47
C -0.19 2.18 0.26
C 0.63 2.95 -0.75
C 1.24 2.08 -1.87
C 1.56 0.67 -1.45
C 2.18 0.32 -0.23
C 2.74 1.32 0.77
C 1.75 1.69 1.89
C -0.10 -1.78 -0.99
H -0.40 1.57 2.30
H -1.27 2.39 0.22
H 1.41 3.53 -0.24
H -0.05 3.67 -1.23
H 0.52 2.02 -2.70
H 2.13 2.58 -2.29
H 1.62 -0.06 -2.26
H 2.60 -0.69 -0.16
H 3.11 2.21 0.24
H 3.62 0.84 1.23
H 1.81 0.93 2.68
H 2.06 2.65 2.33
H -0.54 -2.51 -0.29
H 0.90 -2.13 -1.27
H -0.73 -1.72 -1.90
P -3.42 3.39 -8.37
P -0.97 1.39 -9.71
C -1.84 3.99 -9.05
C -0.84 3.18 -9.50
C -4.57 4.71 -8.94
C -4.17 6.03 -9.24
C -5.11 6.97 -9.63
C -6.47 6.63 -9.74
C -6.87 5.31 -9.46
C -5.93 4.35 -9.09
C -3.19 3.79 -6.59
C -2.28 3.00 -5.86
C -2.04 3.27 -4.52
C -2.69 4.33 -3.88
C -3.62 5.10 -4.59
C -3.90 4.81 -5.93
C -0.47 1.32 -11.52
C -1.39 1.82 -12.46
C -1.06 1.87 -13.81
C 0.20 1.43 -14.24
C 1.11 0.90 -13.31
C 0.76 0.82 -11.96
C 0.56 0.81 -8.91
C 0.59 -0.54 -8.52
C 1.74 -1.07 -7.93
C 2.86 -0.25 -7.72
C 2.82 1.10 -8.09
C 1.67 1.64 -8.67
H -1.70 5.07 -9.07
H 0.08 3.63 -9.89
H -3.13 6.32 -9.15
H -4.79 7.99 -9.86
H -7.20 7.37 -10.04
H -7.92 5.03 -9.55
H -6.23 3.32 -8.90
H -1.76 2.18 -6.36
H -1.33 2.65 -3.95
H -2.48 4.56 -2.83
H -4.14 5.93 -4.10
H -4.64 5.40 -6.47
H -2.37 2.18 -12.13
H -1.77 2.27 -14.54
H 0.47 1.49 -15.30
H 2.09 0.56 -13.64
H 1.47 0.40 -11.25
H -0.28 -1.17 -8.69
H 1.77 -2.12 -7.65
H 3.76 -0.66 -7.26
H 3.70 1.74 -7.94
H 1.64 2.69 -8.95
C 1.69 -0.70 5.60
Si 0.55 -1.84 4.63
C 1.32 -3.56 4.63
C -1.09 -1.89 5.54
C 0.33 -1.14 2.93
C 0.12 -0.90 1.71
H 1.82 -1.07 6.62
H 1.27 0.31 5.65
H 2.68 -0.64 5.12
H 1.44 -3.92 5.66
H 0.69 -4.28 4.08
H 2.31 -3.54 4.15
H -1.52 -0.88 5.60
H -1.81 -2.55 5.03
H -0.94 -2.27 6.56
*
```

***

Entry 2:
Formula: C4H10NO2
Source: OMol25
Level of theory: ωB97M-V/def2-TZVPD

LUMO (spin up / spin down) in eV: 0.91 / -1.78
HOMO (spin up / spin down) in eV: -9.9 / -9.9
Energy relative to the best compared isomer or geometry (same formula, charge and spin) in kcal per mole: 28.13

```
! RIJCOSX wB97M-V def2-TZVPD def2/J DEFGRID3
* xyz 0 2
C 0.21 -0.72 1.63
O 0.80 -0.15 2.77
C 0.20 0.21 0.42
C -0.89 -0.24 -0.53
C -0.90 0.63 -1.88
O -0.22 -0.01 -2.83
N 1.55 0.27 -0.16
H 0.71 -1.65 1.34
H -0.83 -0.95 1.84
H 1.15 0.73 2.59
H -0.02 1.21 0.81
H -0.75 -1.24 -0.87
H -1.89 -0.22 -0.10
H -1.96 0.72 -2.13
H -0.50 1.62 -1.58
H 1.46 0.48 -1.16
H 1.89 -0.69 -0.17
*
```

***

Entry 3:
Formula: C3H2NO3
Source: OMol25
Level of theory: ωB97M-V/def2-TZVPD

LUMO in eV: 4.13
HOMO in eV: -4.6
SMILES: O=C/N=C(/[O-])C=O
Energy relative to the best compared isomer or geometry (same formula, charge and spin) in kcal per mole: 41.14

```
! RIJCOSX wB97M-V def2-TZVPD def2/J DEFGRID3
* xyz -1 1
O 2.73 0.29 -0.46
C 1.75 -0.01 0.26
N 0.75 -0.83 -0.09
C -0.50 -0.63 -0.07
O -1.52 -1.55 0.06
C -1.43 0.59 -0.29
O -1.63 1.56 0.37
H 1.88 0.34 1.38
H -2.02 0.26 -1.17
*
```

***

Entry 4:
Formula: C10H20FMgNO10
Source: OMol25
Level of theory: ωB97M-V/def2-TZVPD

LUMO in eV: 0.37
HOMO in eV: -9.8
Energy relative to the best compared isomer or geometry (same formula, charge and spin) in kcal per mole: 0.00

```
! RIJCOSX wB97M-V def2-TZVPD def2/J DEFGRID3
* xyz 0 1
Mg -0.47 0.42 -0.55
N 0.29 -0.80 -2.64
O -0.29 0.33 -2.65
O 0.49 -1.29 -1.48
O 0.65 -1.36 -3.65
F -1.52 1.90 -0.07
C -3.61 -2.57 -0.77
C -3.91 -1.48 -1.79
C -3.32 -0.27 -1.09
O -2.07 -0.77 -0.60
C -2.26 -2.13 -0.17
H -3.58 -3.58 -1.19
H -4.38 -2.61 0.00
H -4.97 -1.32 -2.00
H -3.39 -1.64 -2.74
H -3.95 0.06 -0.26
H -3.14 0.58 -1.74
H -2.28 -2.15 0.92
H -1.42 -2.71 -0.55
C 3.30 0.68 -2.16
O 3.22 2.00 -1.55
C 2.14 2.24 -0.84
O 1.25 1.44 -0.63
O 2.17 3.46 -0.37
C 0.99 3.86 0.34
H 2.71 0.68 -3.07
H 2.94 -0.08 -1.47
H 4.36 0.54 -2.36
H 0.20 4.17 -0.34
H 1.26 4.74 0.93
H 0.62 3.07 0.99
C 2.58 -1.23 1.32
O 2.00 -0.50 2.41
C 0.71 -0.19 2.32
O 0.08 -0.22 1.29
O 0.16 0.18 3.45
C 0.91 0.20 4.66
H 2.81 -2.24 1.66
H 3.52 -0.76 1.06
H 1.92 -1.29 0.46
H 1.90 0.62 4.51
H 1.01 -0.81 5.05
H 0.36 0.81 5.37
*
```

***

Entry 5:
Formula: C4H11NO2
Source: OMol25
Level of theory: ωB97M-V/def2-TZVPD

LUMO in eV: 0.68
HOMO in eV: -8.8
SMILES: C=C/C=C/N.O.O
Energy relative to the best compared isomer or geometry (same formula, charge and spin) in kcal per mole: 64.48

```
! RIJCOSX wB97M-V def2-TZVPD def2/J DEFGRID3
* xyz 0 1
C 1.88 -1.73 -0.88
C 0.84 -0.90 -0.64
C 0.99 0.08 0.46
C -0.06 0.39 1.23
N -0.15 1.50 2.13
H 1.89 -2.45 -1.68
H 2.77 -1.51 -0.29
H -0.01 -1.03 -1.28
H 1.97 0.34 0.84
H -1.05 -0.04 1.06
H 0.65 2.11 1.95
H 0.07 1.25 3.09
O -0.69 2.18 -1.47
H 0.26 2.28 -1.33
H -0.85 1.32 -1.13
O -2.12 -1.79 -0.45
H -2.53 -1.80 -1.31
H -1.47 -1.10 -0.57
*
```

***

Entry 6:
Formula: C46H34AsBeN3O4P
Source: OMol25
Level of theory: ωB97M-V/def2-TZVPD

LUMO in eV: 2.54
HOMO in eV: -5.7
Energy relative to the best compared isomer or geometry (same formula, charge and spin) in kcal per mole: 1.81

```
! RIJCOSX wB97M-V def2-TZVPD def2/J DEFGRID3
* xyz -1 1
Be 1.09 1.38 0.57
O -2.05 2.59 2.11
C -0.96 2.07 1.95
O -0.44 1.76 0.80
C -0.12 1.64 3.16
P 0.80 0.15 2.61
C -0.54 -1.06 2.32
C -0.18 -2.25 1.68
C -1.13 -3.21 1.38
C -2.46 -2.99 1.70
C -2.83 -1.81 2.32
C -1.88 -0.85 2.63
C 1.59 -0.51 4.12
C 2.98 -0.47 4.22
C 3.61 -0.96 5.36
C 2.86 -1.50 6.39
C 1.47 -1.54 6.30
C 0.84 -1.05 5.16
H -0.74 1.51 4.04
H 0.62 2.42 3.36
H 0.86 -2.41 1.40
H -0.83 -4.12 0.87
H -3.21 -3.73 1.44
H -3.88 -1.63 2.55
H -2.20 0.07 3.10
H 3.55 -0.06 3.40
H 4.69 -0.92 5.43
H 3.35 -1.89 7.28
H 0.89 -1.97 7.10
H -0.24 -1.10 5.09
N 5.74 -5.65 -4.10
C 5.13 -4.79 -3.63
C 4.36 -3.72 -3.05
C 3.51 -2.96 -3.85
C 2.77 -1.94 -3.29
C 2.86 -1.65 -1.93
C 3.73 -2.42 -1.14
C 4.47 -3.44 -1.69
C 2.12 -0.60 -1.32
C 1.58 0.30 -0.70
H 3.44 -3.18 -4.91
H 2.12 -1.33 -3.91
H 3.82 -2.18 -0.09
H 5.14 -4.03 -1.08
C -5.73 -3.34 -1.66
C -4.43 -3.73 -1.93
C -3.39 -2.83 -1.79
C -3.63 -1.51 -1.41
C -4.94 -1.13 -1.13
C -5.98 -2.04 -1.25
As -2.07 -0.33 -1.14
C -1.58 -0.23 -3.03
C -0.90 -1.18 -3.77
C -0.61 -0.93 -5.10
C -0.95 0.28 -5.68
C -1.62 1.24 -4.93
C -1.94 0.99 -3.61
C -2.70 1.89 -2.71
C -3.16 3.16 -3.05
C -3.87 3.90 -2.12
C -4.12 3.39 -0.86
C -3.65 2.13 -0.51
C -2.95 1.38 -1.44
H -6.55 -4.05 -1.76
H -4.22 -4.75 -2.24
H -2.37 -3.16 -1.99
H -5.15 -0.11 -0.83
H -6.99 -1.72 -1.03
H -0.60 -2.12 -3.32
H -0.10 -1.69 -5.69
H -0.70 0.48 -6.71
H -1.88 2.19 -5.39
H -2.97 3.57 -4.03
H -4.22 4.89 -2.38
H -4.65 3.98 -0.12
H -3.80 1.76 0.50
C 2.72 6.19 1.26
N 3.07 4.79 1.20
C 4.36 4.36 1.26
C 4.67 3.07 1.27
C 3.60 2.08 1.24
O 3.82 0.88 1.40
N 2.31 2.54 1.00
C 2.01 3.88 1.03
O 0.88 4.33 0.93
H 3.64 6.77 1.27
H 2.13 6.41 2.15
H 2.12 6.47 0.39
H 5.11 5.15 1.28
H 5.69 2.72 1.31
*
```

***

Ordered electronic energy results: -2618.1269, -363.5435, -396.0102, -1500.2202, -364.1654, -4830.6564; unit Eh.